1.
{
  "formula": "C29H27N2O",
  "method": "ωB97M-V/def2-TZVPD",
  "max_force_ev_per_a": 1.47,
  "molar_mass_g_mol": 419.5,
  "e_above_lowest_kj_mol": 0.0,
  "charge": 1,
  "homo_energy_ev": -10.75,
  "orbital_gap_ha": 0.289,
  "elements": ["C", "N", "C", "C", "N", "C", "C", "C", "C", "C", "C", "C", "H", "H", "H", "H", "H", "H", "H", "H", "H", "H", "H", "H", "C", "C", "C", "C", "O", "C", "C", "C", "C", "C", "C", "C", "C", "C", "C", "C", "C", "C", "C", "C", "H", "H", "H", "H", "H", "H", "H", "H", "H", "H", "H", "H", "H", "H", "H"],
  "coordinates": [[0.1540, -0.7349, 3.5970], [-1.1253, -0.7746, 2.9090], [-1.3205, -0.7095, 1.5801], [-0.2510, -0.5252, 0.5477], [-2.6408, -0.7775, 1.3466], [-3.2952, -0.6913, 0.0542], [-3.3358, -0.8197, 2.5714], [-2.3770, -0.8355, 3.5642], [-2.7234, -0.8787, 4.9127], [-4.0971, -0.8688, 5.2190], [-5.0703, -0.8507, 4.2026], [-4.7007, -0.8397, 2.8468], [-0.0452, -0.6486, 4.6675], [0.7336, -1.6509, 3.4113], [0.7570, 0.1238, 3.2695], [-0.6487, -0.8725, -0.4248], [0.5809, -1.1855, 0.8507], [-4.3542, -0.9050, 0.1965], [-3.1921, 0.3155, -0.3674], [-2.8578, -1.4118, -0.6482], [-1.9440, -0.9343, 5.6729], [-4.4271, -0.8810, 6.2575], [-6.1257, -0.8524, 4.4832], [-5.4193, -0.8632, 2.0251], [4.6619, -3.1361, -4.7355], [3.8226, -2.1188, -5.2029], [3.9115, -0.8237, -4.6862], [4.8554, -0.5724, -3.6868], [4.8453, 0.6290, -2.9686], [3.7333, 0.8925, -2.1649], [3.8462, 0.6894, -0.7839], [2.6858, 0.6618, -0.0183], [1.4327, 1.0104, -0.5531], [0.2169, 0.9169, 0.3883], [-0.9896, 1.8268, 0.1183], [-1.5789, 2.4632, 1.2195], [-2.8277, 3.0660, 1.1054], [-3.4523, 3.1512, -0.1467], [-2.8031, 2.6355, -1.2690], [-1.6145, 1.8937, -1.1289], [1.3919, 1.3875, -1.8985], [2.5142, 1.2653, -2.7262], [5.7881, -1.5395, -3.2954], [5.6536, -2.8362, -3.7909], [4.5487, -4.1623, -5.1068], [3.0824, -2.3285, -5.9785], [3.2655, -0.0208, -5.0432], [4.8215, 0.4834, -0.3393], [2.7522, 0.3986, 1.0398], [0.6080, 1.2422, 1.3648], [-1.0594, 2.4529, 2.1851], [-3.3149, 3.4695, 1.9955], [-4.4344, 3.6286, -0.2440], [-3.2267, 2.7693, -2.2676], [-1.2427, 1.3082, -1.9709], [0.4874, 1.7931, -2.3370], [2.4433, 1.4535, -3.7977], [6.5663, -1.2656, -2.5835], [6.3350, -3.6121, -3.4379]],
  "forces_ev_per_a": [[0.5512, -0.0700, -0.0014], [-0.3865, 0.1289, 0.0694], [-0.7433, 0.1274, 0.4144], [-0.2782, -1.1804, -0.1621], [0.0929, 0.1380, 0.3895], [-0.0533, 0.1496, -0.5475], [-0.0083, -0.0644, -0.6064], [0.4715, 0.0750, 0.0459], [-0.4531, -0.0376, 0.1667], [0.7162, -0.0283, -0.3107], [0.2481, -0.0027, -0.6581], [-0.1421, -0.0792, 0.4606], [0.1526, 0.0084, -0.2574], [-0.2658, 0.2232, 0.0916], [-0.2996, -0.2150, 0.1468], [0.2791, -0.0245, 0.4580], [-0.1548, 0.2707, -0.3624], [0.2041, -0.1058, -0.1071], [-0.0871, -0.3075, 0.2423], [-0.2066, 0.0948, 0.2488], [-0.4194, 0.0854, -0.0356], [0.2005, -0.0234, -0.2758], [0.3687, -0.0081, -0.1775], [0.0576, 0.0854, 0.4895], [0.0104, 0.0973, 0.1090], [0.1092, -0.0547, -0.0413], [0.3391, -0.1909, 0.2458], [-0.4065, -0.2415, 0.3921], [-0.0196, 0.6322, 0.0609], [0.1446, -0.7693, -0.4193], [-0.1927, -0.2997, -0.2310], [-0.1175, 0.3714, 0.0036], [0.1857, -0.1662, -0.1170], [0.4403, 1.3934, 0.1509], [0.2253, -0.4369, 0.0075], [-0.0488, -0.0595, -0.0899], [-0.1204, 0.0167, -0.1082], [0.1930, 0.1326, 0.0140], [0.1741, -0.2645, -0.0619], [-0.5649, 0.3206, 0.2519], [0.0494, -0.0769, -0.0756], [0.1321, 0.0896, 0.4488], [-0.5254, 0.0723, -0.1015], [0.0305, 0.1065, -0.3116], [0.0808, 0.5249, 0.1335], [0.2438, 0.0131, 0.2536], [0.1765, -0.3729, 0.1206], [-0.3181, -0.0640, -0.2241], [0.0628, 0.1046, -0.2080], [-0.1352, -0.0678, -0.1524], [-0.2523, -0.0419, -0.3149], [0.1551, -0.0370, -0.3134], [0.5056, -0.1287, 0.0201], [-0.0150, -0.1729, 0.3799], [-0.1465, 0.3736, 0.2309], [0.2473, -0.2019, 0.0375], [0.0016, 0.0971, 0.4336], [-0.2896, -0.1376, -0.0770], [-0.1991, 0.1995, -0.1685]]
}

***

2.
{
  "formula": "C29H27N2O2ReSe4Si",
  "method": "ωB97M-V/def2-TZVPD",
  "max_force_ev_per_a": 0.54,
  "molar_mass_g_mol": 965.7,
  "spin_multiplicity": 2,
  "e_above_lowest_kj_mol": 181.8,
  "charge": 1,
  "homo_energy_ev": [-9.94, -10.29],
  "orbital_gap_ha": [0.248, 0.240],
  "elements": ["Re", "Se", "Se", "Se", "Se", "O", "Si", "C", "C", "C", "C", "C", "C", "C", "C", "C", "C", "C", "C", "C", "C", "C", "C", "C", "C", "H", "H", "H", "H", "H", "H", "H", "H", "H", "H", "H", "H", "H", "H", "H", "C", "N", "N", "C", "O", "C", "C", "C", "C", "C", "C", "C", "C", "C", "H", "H", "H", "H", "H", "H", "H", "H", "H", "H", "H", "H"],
  "coordinates": [[1.5263, -0.3141, 1.0769], [1.8315, -0.2540, 3.3383], [0.5378, -2.0879, 4.1882], [-2.2633, -3.9640, 3.1805], [-0.8391, -2.4978, 2.3085], [0.0663, 0.6649, 0.8404], [-1.1728, 1.8280, 1.0178], [-1.3471, 2.4969, -0.7095], [-2.5803, 2.7465, -1.3157], [-2.6510, 3.2230, -2.6202], [-1.4877, 3.4668, -3.3343], [-0.2499, 3.2511, -2.7384], [-0.1840, 2.7743, -1.4381], [-2.6377, 0.8596, 1.6170], [-2.8710, 0.7117, 2.9863], [-3.8657, -0.1375, 3.4542], [-4.6395, -0.8574, 2.5568], [-4.4128, -0.7355, 1.1907], [-3.4177, 0.1119, 0.7294], [-0.5841, 3.0744, 2.2492], [0.7693, 3.3019, 2.5082], [1.1658, 4.3029, 3.3833], [0.2119, 5.0937, 4.0096], [-1.1374, 4.8848, 3.7612], [-1.5322, 3.8837, 2.8856], [-3.5005, 2.5720, -0.7692], [-3.6155, 3.4094, -3.0750], [-1.5429, 3.8396, -4.3492], [0.6595, 3.4656, -3.2854], [0.7902, 2.6219, -0.9814], [-2.2702, 1.2637, 3.7003], [-4.0322, -0.2392, 4.5187], [-5.4160, -1.5191, 2.9200], [-5.0151, -1.3012, 0.4900], [-3.2507, 0.1941, -0.3349], [1.5231, 2.6857, 2.0324], [2.2181, 4.4680, 3.5764], [0.5206, 5.8745, 4.6927], [-1.8815, 5.4993, 4.2514], [-2.5912, 3.7305, 2.7043], [2.8511, -3.8066, -3.6203], [3.4250, -3.2040, -2.4238], [2.6708, -2.5142, -1.5147], [3.4835, -2.0620, -0.5414], [3.0178, -1.3964, 0.4639], [4.7806, -2.4718, -0.8328], [4.7033, -3.1839, -2.0167], [5.7785, -3.8589, -2.7934], [1.2550, -2.3615, -1.5686], [0.4385, -3.4481, -1.3013], [-0.9316, -3.2660, -1.2974], [-1.4683, -2.0078, -1.5428], [-0.6388, -0.9222, -1.7897], [0.7383, -1.0937, -1.8010], [1.9352, -3.2827, -3.8762], [2.6337, -4.8611, -3.4599], [3.5576, -3.6961, -4.4380], [5.6611, -2.2778, -0.2464], [6.7288, -3.7405, -2.2805], [5.8739, -3.4282, -3.7914], [5.5739, -4.9250, -2.8994], [0.8729, -4.4142, -1.0766], [-1.5821, -4.1039, -1.0836], [-2.5386, -1.8712, -1.5314], [-1.0512, 0.0585, -1.9557], [1.4000, -0.2535, -1.9978]],
  "forces_ev_per_a": [[0.2518, -0.2016, 0.4139], [-0.0367, -0.0408, -0.1329], [0.0550, 0.0733, -0.0325], [-0.0151, 0.0432, -0.0806], [-0.0574, -0.0602, 0.0766], [0.2300, 0.0667, -0.1673], [-0.2204, -0.0719, 0.0467], [-0.0111, 0.0074, -0.0316], [0.0142, -0.0077, -0.0118], [0.0039, 0.0036, 0.0443], [0.0220, 0.0056, 0.0152], [-0.0321, 0.0001, 0.0141], [0.0035, -0.0273, -0.0407], [0.1194, -0.0507, -0.0446], [-0.0406, 0.0088, 0.0670], [0.0399, 0.0360, -0.0132], [0.0131, -0.0337, -0.0446], [-0.0124, -0.0213, 0.0407], [-0.0728, -0.0268, 0.1114], [0.0009, 0.0533, 0.0155], [-0.0383, 0.0174, 0.0352], [-0.0293, 0.0136, -0.0013], [0.0325, -0.0073, -0.0045], [-0.0185, -0.0299, -0.0198], [0.0585, 0.0081, 0.0228], [0.0150, -0.0165, -0.0009], [0.0088, -0.0055, 0.0059], [0.0013, -0.0081, 0.0154], [-0.0038, -0.0001, 0.0044], [-0.0153, -0.0096, -0.0077], [0.0073, -0.0046, -0.0056], [0.0025, 0.0044, -0.0066], [0.0149, 0.0125, -0.0117], [0.0082, 0.0134, 0.0124], [0.0149, 0.0360, -0.1470], [0.0248, 0.0109, -0.0301], [-0.0098, -0.0082, 0.0020], [-0.0015, -0.0101, -0.0047], [0.0084, -0.0029, -0.0119], [0.0123, -0.0003, -0.0073], [0.0028, 0.0356, 0.0892], [-0.0804, -0.0098, -0.0952], [0.0107, -0.0893, -0.1679], [0.1648, -0.1111, -0.0520], [-0.3930, 0.3340, 0.1682], [0.1351, 0.0084, 0.0435], [0.0362, -0.0287, -0.0142], [-0.0045, 0.0197, 0.0127], [-0.0777, 0.0294, 0.0334], [0.1345, -0.0631, 0.0002], [-0.1732, 0.0094, -0.0054], [0.1102, 0.0392, -0.0345], [-0.0185, -0.2053, 0.0687], [0.0124, 0.0697, -0.0675], [-0.0128, 0.0214, -0.0017], [-0.0099, -0.0131, 0.0166], [0.0278, -0.0016, 0.0157], [-0.0224, 0.0087, -0.0055], [-0.0034, 0.0001, 0.0048], [-0.0082, 0.0002, 0.0111], [-0.0030, 0.0122, -0.0037], [0.0066, 0.0108, -0.0047], [-0.0043, 0.0208, 0.0023], [-0.0889, -0.0059, 0.0083], [-0.0878, 0.1891, -0.0503], [-0.0011, -0.0500, -0.0569]]
}

***

3.
{
  "formula": "C29H27N4O3RhS4",
  "method": "ωB97M-V/def2-TZVPD",
  "max_force_ev_per_a": 1.04,
  "molar_mass_g_mol": 710.7,
  "e_above_lowest_kj_mol": 10.1,
  "charge": 0,
  "homo_energy_ev": -7.62,
  "orbital_gap_ha": 0.247,
  "elements": ["Rh", "C", "C", "N", "N", "C", "S", "S", "C", "C", "C", "C", "C", "C", "C", "C", "C", "C", "C", "C", "C", "O", "H", "H", "H", "H", "H", "H", "H", "H", "H", "H", "H", "H", "H", "H", "C", "C", "C", "C", "N", "C", "S", "N", "C", "H", "H", "H", "H", "H", "H", "H", "H", "O", "C", "O", "C", "C", "C", "C", "S", "C", "C", "H", "H", "H", "H", "H"],
  "coordinates": [[-0.2772, -0.8785, -1.4574], [-1.6211, -3.8923, 1.3308], [-0.9289, -3.2404, 0.1695], [-1.0748, -1.9491, 0.0152], [-1.7368, -1.2991, 1.0471], [-1.8149, -0.0235, 0.9384], [-1.2022, 0.9060, -0.4001], [-2.5554, 0.9343, 2.2077], [-3.2692, -0.3365, 3.3028], [-4.7026, -0.6603, 2.9833], [-5.7268, -0.0824, 3.7257], [-7.0556, -0.3553, 3.4351], [-7.3761, -1.2128, 2.3943], [-6.3603, -1.7950, 1.6472], [-5.0333, -1.5207, 1.9390], [-0.1177, -4.0587, -0.7106], [0.2166, -5.3639, -0.2603], [0.9409, -6.2422, -1.0065], [1.3619, -5.8568, -2.2989], [1.0771, -4.6129, -2.7655], [0.3626, -3.6583, -1.9889], [0.1853, -2.4985, -2.5236], [-2.5085, -3.3345, 1.5986], [-0.9657, -3.9014, 2.2053], [-1.8932, -4.9154, 1.0871], [-3.1884, 0.0781, 4.3075], [-2.6193, -1.2068, 3.2350], [-5.4807, 0.5881, 4.5412], [-7.8402, 0.1021, 4.0237], [-8.4115, -1.4281, 2.1660], [-6.6031, -2.4649, 0.8324], [-4.2428, -1.9626, 1.3460], [-0.0874, -5.6722, 0.7291], [1.1866, -7.2174, -0.6111], [1.9245, -6.5461, -2.9157], [1.4042, -4.2843, -3.7427], [0.5370, 4.5685, -0.6219], [1.2812, 3.7078, -1.5821], [2.5652, 3.9136, -2.0051], [3.1273, 2.9771, -2.8978], [2.4596, 1.9206, -3.3390], [1.2016, 1.7234, -2.9315], [0.2894, 0.4077, -3.4582], [0.6330, 2.6311, -2.0726], [4.5342, 3.1322, -3.3710], [1.2107, 5.2703, -0.1368], [0.0485, 3.9526, 0.1353], [-0.2359, 5.1330, -1.1457], [3.1488, 4.7412, -1.6317], [-0.3108, 2.4247, -1.7667], [5.1210, 3.7316, -2.6770], [4.5227, 3.6236, -4.3469], [4.9850, 2.1515, -3.5058], [4.6597, 4.6709, 1.8715], [4.5169, 4.1918, 0.6161], [4.9279, 4.8240, -0.3195], [3.8029, 2.8933, 0.4729], [4.1672, 2.0448, -0.5680], [3.4597, 0.8787, -0.7946], [2.3666, 0.5390, 0.0082], [1.6183, -1.0455, -0.2340], [1.9998, 1.4001, 1.0421], [2.7166, 2.5605, 1.2804], [4.3924, 3.9976, 2.5100], [5.0011, 2.3171, -1.2006], [3.7321, 0.2188, -1.6076], [1.1506, 1.1411, 1.6665], [2.4034, 3.2197, 2.0842]],
  "forces_ev_per_a": [[-0.2538, 0.3748, -0.1769], [-0.0564, -0.1785, 0.0537], [0.0181, 0.1625, -0.0293], [0.0444, -0.1978, -0.1129], [-0.0032, 0.2695, -0.0281], [-0.0299, -0.1074, -0.0222], [-0.1972, -0.3145, 0.4424], [-0.0175, 0.0409, 0.0444], [0.0045, 0.0095, -0.0273], [0.0020, 0.0097, 0.0083], [0.0234, -0.0107, 0.0052], [-0.0089, 0.0032, 0.0043], [0.0188, -0.0157, -0.0110], [-0.0042, 0.0118, 0.0096], [0.0075, 0.0200, -0.0005], [-0.0117, -0.0609, 0.0652], [-0.0710, 0.0914, 0.0907], [0.1610, -0.0450, -0.3196], [-0.0394, -0.2381, 0.3130], [-0.0444, 0.2257, -0.0958], [0.0252, -0.2672, 0.1201], [-0.0400, 0.2472, -0.1465], [-0.0332, -0.0249, 0.0352], [0.0109, 0.0029, -0.0104], [-0.0157, 0.0380, 0.0350], [0.0108, 0.0155, -0.0162], [-0.0180, 0.0017, -0.0009], [-0.0020, 0.0022, 0.0029], [-0.0045, 0.0020, 0.0023], [-0.0083, -0.0028, -0.0046], [-0.0001, -0.0028, -0.0035], [-0.0029, 0.0058, -0.0030], [0.0038, 0.0016, -0.0083], [0.0183, -0.0245, -0.0184], [0.0053, -0.0217, 0.0049], [-0.0010, 0.0117, -0.0101], [-0.0307, 0.0179, 0.0428], [0.1597, -0.0531, -0.1311], [-0.2507, 0.0557, -0.4514], [-0.4341, 0.3630, -0.0438], [-0.2520, 0.1268, -0.2350], [0.3604, 0.8900, 0.4016], [-0.0666, -0.9091, -0.1165], [0.3524, -0.2634, -0.4345], [-0.0148, 0.1214, -0.2182], [0.0175, 0.0133, -0.0109], [0.0012, -0.0103, -0.0053], [-0.0178, 0.0175, -0.0034], [-0.0348, -0.0314, -0.0724], [0.0046, 0.1576, -0.0053], [-0.0340, 0.0967, -0.1170], [0.0244, 0.0139, 0.0069], [-0.0007, -0.0340, -0.0424], [-0.0007, -0.0301, -0.1065], [-0.0077, -0.0528, 0.2664], [0.1944, 0.0723, 0.0189], [0.0758, -0.2207, 0.0974], [0.2303, -0.1417, 0.5528], [0.0488, -0.1260, 0.2615], [0.1697, 0.0511, -0.2678], [0.0757, 0.0001, 0.0632], [-0.1660, -0.1369, 0.1585], [0.0444, 0.0592, 0.0442], [-0.0069, 0.0084, -0.0022], [-0.0038, -0.1063, 0.2397], [0.0112, -0.0152, 0.0199], [0.0751, 0.0355, -0.0667], [-0.0150, -0.0046, -0.0351]]
}